The following is a DFT calculation (ωB97M-V/def2-TZVPD) of a molecular structure, C3H4IrO3.

Properties
2S+1	6
<S²>	8.763
net charge	+2
Kohn-Sham gap (spin up / spin down)	9.22 / 7.79	eV
E_tot	-12125.13832	eV
energy relative to the best compared isomer or geometry (same formula, charge and spin)	2.786	eV

Atoms and positions in Å:
Ir: 1.2370 0.1623 -0.7249
O: -0.0398 -1.0733 -0.1228
O: 3.0799 -0.5504 -0.1961
O: 0.0016 1.4835 -0.3324
C: 4.1164 -0.8573 0.1480
C: -1.2322 -0.5796 -0.4274
C: -0.9186 0.9679 0.4478
H: -0.5999 1.1570 1.4901
H: -2.0687 -1.0489 0.1114
H: -1.6261 -0.2693 -1.4088
H: -1.9496 0.6080 1.0151

Forces on atoms 1 to 6 (eV/Å):
3.904 0.406 -1.133
-0.589 -3.248 -0.658
-0.048 0.041 -0.577
-2.301 3.666 -0.872
1.707 -0.550 0.565
-2.979 0.400 2.622